The following is a quantum chemistry calculation of a 8-piece molecular cluster, C22H47Cl2N5O10 overall, from OMol25.

The relative energy (zero: lowest compared OMol25 entry of this formula, charge and spin) is 0.0 kJ/mol. The value obtained for the HOMO-LUMO gap is 3.443 eV. As for the HOMO energy: 0.0219 Ha. As for the calculated total energy: -76542.647 eV. The molar mass comes out at 612.55 Da.

Structure (ORCA input):
```
! RIJCOSX wB97M-V def2-TZVPD def2/J DEFGRID3
* xyz -2 1
O -0.78838 2.84772 0.80491
C -1.11980 1.79493 -0.17387
C -1.79516 0.34490 0.22552
O -1.28562 -0.32603 1.35172
H -0.20984 1.60332 -0.74252
H -1.72085 2.23292 -0.97074
H -1.94503 -0.27768 -0.65654
H -2.85534 0.47094 0.44516
C -0.60691 -2.10132 -2.77261
C -0.51609 -3.17031 -1.74197
O 0.75598 -3.71896 -2.07391
C 1.33150 -3.03665 -3.16930
O 2.29858 -3.45251 -3.82959
O 0.59554 -1.86604 -3.37074
H -0.97085 -1.12124 -2.46426
H -1.27905 -2.45240 -3.55560
H -1.29992 -3.91948 -1.85362
H -0.57090 -2.70074 -0.75983
C -2.66942 -3.50047 1.77406
C -3.75014 -2.70350 2.36566
O -4.77569 -3.37917 2.49879
N -3.51567 -1.46274 2.87730
C -4.57810 -0.63590 3.40339
H -2.72833 -4.51890 2.15802
H -1.61388 -3.23952 1.85050
H -2.87905 -3.53682 0.70503
H -2.67905 -1.10215 2.44125
H -4.25366 0.34085 3.76229
H -5.22507 -1.07578 4.16236
H -5.24245 -0.42643 2.56502
C 4.65222 0.11677 2.33871
C 3.38792 0.29701 1.49354
O 2.39525 0.78377 1.95450
N 3.53550 -0.03707 0.22450
C 2.46182 0.17518 -0.73818
H 5.18360 1.06020 2.46390
H 5.45384 -0.53635 1.99380
H 4.36617 -0.20708 3.33941
H 4.42690 -0.46186 0.01221
H 2.26527 1.24273 -0.83721
H 1.56914 -0.41029 -0.51807
H 2.81169 -0.20109 -1.69949
C 2.30037 3.75204 -1.52334
C 2.70635 4.27131 -0.14176
O 1.90301 4.98812 0.45639
N 3.91742 3.96410 0.32053
C 4.19279 4.26508 1.71979
H 1.25470 3.45610 -1.43911
H 2.94003 2.92070 -1.81965
H 2.34510 4.54122 -2.27386
H 4.52524 3.36176 -0.21598
H 5.25472 4.45060 1.88103
H 4.22311 3.33094 2.28065
H 3.62619 5.02942 2.25162
C -1.99625 1.45920 -4.04802
C -0.61543 1.78315 -4.71375
O -0.47735 2.31962 -5.79585
N 0.47508 1.46624 -3.98472
C 1.84199 1.39070 -4.42676
H -2.32352 0.43352 -3.87781
H -2.70858 1.94046 -4.71814
H -2.15973 1.96201 -3.09484
H 0.28769 0.79065 -3.25770
H 2.40141 2.28627 -4.15638
H 1.93041 1.38672 -5.51316
H 2.37094 0.56101 -3.95779
C 1.89226 -2.92906 5.33022
C 1.57403 -2.37985 3.89742
O 1.57250 -1.18414 3.68348
N 1.58485 -3.24487 2.92205
C 1.51380 -3.02086 1.46888
H 1.06462 -2.59022 5.95336
H 2.72804 -2.32955 5.69101
H 2.08791 -3.98803 5.49876
H 1.67269 -4.20222 3.23167
H 1.14644 -2.02083 1.23847
H 0.76842 -3.63604 0.96483
H 2.51367 -3.26640 1.11101
Cl -7.22399 0.16729 -1.42545
C -5.59600 0.58414 -1.07339
C -5.43542 2.02600 -0.36989
Cl -6.35984 3.27852 -1.15334
H -5.07954 0.78207 -2.01264
H -5.13184 -0.26344 -0.56915
H -4.39541 2.34507 -0.30150
H -5.72953 2.02888 0.67968
*
```


The following is a quantum chemistry calculation of a 15-piece molecular cluster, C70H185N15O20 overall, from OMol25.

The relative energy (zero: lowest compared OMol25 entry of this formula, charge and spin) is 858.3 kJ/mol. The value obtained for the HOMO-LUMO gap is 8.716 eV. As for the HOMO energy: -0.3048 Ha. As for the calculated total energy: -138870.366 eV. The molar mass comes out at 1557.34 Da.

Structure (ORCA input):
```
! RIJCOSX wB97M-V def2-TZVPD def2/J DEFGRID3
* xyz 0 1
C 26.64971 1.67376 -2.59486
C 25.56356 1.55922 -1.59147
C 26.04826 0.75187 -0.29601
O 26.86512 1.53994 0.56453
C 27.00870 1.08144 1.85843
N 25.24915 2.92722 -1.10560
H 27.60915 2.08721 -2.28399
H 26.38679 2.36905 -3.39208
H 26.92623 0.72003 -3.04434
H 24.60745 1.25994 -2.02090
H 26.53713 -0.16250 -0.63225
H 25.15896 0.38416 0.21589
H 27.95698 1.51264 2.17928
H 26.97660 -0.00804 1.84832
H 26.22265 1.47087 2.50538
H 25.64853 3.00116 -0.18088
H 24.25243 2.81716 -0.98502
C 30.91280 -1.77686 -1.43470
C 31.84500 -2.30991 -2.57700
C 31.25986 -1.72407 -3.96448
O 31.93466 -2.43017 -5.03666
C 31.94122 -1.83127 -6.33392
N 33.23779 -1.88284 -2.34073
H 31.07164 -0.73472 -1.15756
H 30.92690 -2.38311 -0.52897
H 29.88607 -2.02294 -1.70555
H 31.98927 -3.38554 -2.67852
H 31.52000 -0.66912 -3.87783
H 30.18420 -1.85938 -4.07731
H 32.79144 -1.16747 -6.49075
H 30.99751 -1.28683 -6.36704
H 32.01435 -2.65491 -7.04411
H 33.25148 -0.87353 -2.30633
H 33.58909 -2.04700 -3.27334
C 33.34067 -4.20453 1.88967
C 32.79822 -3.83366 3.29419
C 32.59215 -5.05307 4.21788
O 31.33180 -5.77420 3.93055
C 31.15000 -6.87754 4.76311
N 33.67740 -2.95929 3.95225
H 34.29881 -4.70506 2.02944
H 33.45197 -3.27619 1.32941
H 32.79550 -4.92861 1.28418
H 31.88790 -3.25300 3.14500
H 32.56593 -4.80254 5.27837
H 33.51224 -5.59037 3.98803
H 30.23461 -7.37393 4.44100
H 30.99048 -6.55174 5.79099
H 32.00437 -7.55423 4.74790
H 33.09823 -2.74132 4.75047
H 33.79907 -2.03926 3.55371
C 37.13596 -3.00875 5.84331
C 36.38654 -4.22843 6.51460
C 35.52715 -3.67199 7.62233
O 36.30715 -3.22656 8.73891
C 35.63204 -2.93248 9.93883
N 35.59931 -4.94457 5.53886
H 37.70178 -2.37884 6.52971
H 36.38896 -2.42256 5.30807
H 37.78012 -3.35268 5.03406
H 37.13464 -4.85108 7.00528
H 34.73860 -4.35284 7.94283
H 34.93106 -2.79660 7.36451
H 34.96670 -2.07644 9.82645
H 36.31102 -2.56978 10.71052
H 35.06900 -3.77656 10.33712
H 34.87059 -4.32980 5.20548
H 36.09537 -5.19180 4.69453
C 33.44801 -5.90817 -2.29311
C 34.40636 -6.00812 -1.12642
C 35.64468 -6.81855 -1.44766
O 35.34146 -8.15073 -1.79029
C 34.97957 -9.01222 -0.70702
N 34.81984 -4.61109 -1.03257
H 34.07866 -5.39196 -3.01692
H 32.53109 -5.32312 -2.22182
H 33.23464 -6.85446 -2.79021
H 33.96108 -6.32341 -0.18280
H 36.31680 -6.64720 -0.60682
H 36.24586 -6.28638 -2.18487
H 35.72260 -8.90250 0.08289
H 34.96700 -10.07224 -0.96063
H 34.20462 -8.56497 -0.08451
H 35.35693 -4.42464 -0.19778
H 33.99611 -4.02672 -1.04213
C 35.31472 1.53189 -1.91560
C 34.13105 1.85860 -2.81416
C 34.14616 1.08405 -4.09577
O 35.33980 1.43439 -4.91124
C 35.25888 1.26264 -6.32862
N 32.90476 1.65377 -2.07990
H 36.25683 1.72387 -2.42909
H 35.33744 0.44890 -1.79424
H 35.38011 1.90749 -0.89446
H 34.19531 2.87457 -3.20375
H 33.27559 1.26894 -4.72508
H 34.13231 0.02591 -3.83447
H 35.16026 0.22128 -6.63511
H 36.09330 1.75944 -6.82362
H 34.38189 1.84427 -6.61272
H 32.10642 1.69567 -2.69715
H 32.78119 2.53656 -1.60501
C 39.71047 -6.19044 2.13301
C 38.58402 -6.34724 3.16321
C 37.51501 -7.48041 2.97959
O 36.13142 -7.11978 3.38719
C 35.15378 -7.92462 2.83330
N 39.20179 -6.64308 4.43186
H 40.39562 -7.03808 2.14598
H 40.33024 -5.37072 2.49637
H 39.34816 -6.03092 1.11744
H 38.07017 -5.39590 3.30105
H 37.82030 -8.44654 3.38145
H 37.51879 -7.54623 1.89158
H 34.88086 -7.73008 1.79611
H 34.24382 -7.89760 3.43276
H 35.58154 -8.92702 2.85100
H 38.46846 -6.75766 5.11685
H 39.62832 -7.54711 4.28733
C 38.99067 1.56454 8.81104
C 37.52144 2.07936 8.52930
C 36.80850 1.28352 7.44912
O 37.35199 1.43395 6.14871
C 37.11363 0.28099 5.38096
N 37.04075 1.99737 9.88375
H 39.66851 1.54394 7.95770
H 39.06284 0.58336 9.28029
H 39.46659 2.19364 9.56326
H 37.43806 3.11900 8.21258
H 35.74240 1.47674 7.33001
H 36.83082 0.23690 7.75273
H 37.03737 0.40415 4.30063
H 36.16062 -0.17331 5.65202
H 37.83865 -0.51140 5.56687
H 36.06958 2.27100 9.83831
H 37.05200 1.02472 10.15561
C 33.59805 4.47100 2.12992
C 34.72923 4.91712 1.18471
C 36.12660 4.40957 1.64017
O 37.02753 4.46601 0.55984
C 38.24869 3.77788 1.00741
N 34.42694 4.44766 -0.12084
H 33.53208 3.38493 2.19485
H 32.61339 4.87867 1.90114
H 33.97576 4.87118 3.07082
H 34.84205 5.99505 1.06884
H 36.16983 3.36668 1.95420
H 36.44348 5.14396 2.38068
H 38.81729 3.55872 0.10367
H 37.92737 2.84474 1.47013
H 38.84700 4.51377 1.54461
H 34.20348 3.46829 -0.01595
H 35.36367 4.52317 -0.49089
C 28.33672 3.22422 5.08038
C 27.51767 3.37851 6.34387
C 26.86080 2.08562 6.90579
O 26.01939 1.43302 5.99089
C 24.93508 0.76788 6.54466
N 28.46481 4.01921 7.21787
H 29.34281 2.82832 5.21872
H 28.50600 4.14396 4.52047
H 27.96975 2.47951 4.37408
H 26.67437 4.00640 6.05630
H 26.39284 2.23640 7.87861
H 27.57402 1.26632 6.99623
H 25.22650 0.05578 7.31673
H 24.53339 0.19721 5.70735
H 24.14605 1.45031 6.86058
H 28.56716 4.94936 6.83781
H 27.84110 4.26516 7.97324
C 37.17357 -3.17904 -5.40241
O 37.95989 -2.24487 -4.83468
C 37.57799 -0.91251 -4.91572
C 38.58539 0.10197 -4.17510
N 38.41007 1.47668 -4.41678
C 39.05311 1.69061 -5.70717
C 39.16924 3.20732 -6.12619
O 37.90970 3.71232 -5.96410
C 37.87757 5.01480 -6.51094
H 36.12688 -3.20688 -5.09946
H 37.63504 -4.15634 -5.26092
H 37.24050 -3.19502 -6.49023
H 36.53040 -0.77030 -4.65033
H 37.50438 -0.64008 -5.96856
H 39.62172 -0.20111 -4.32437
H 38.44089 -0.14424 -3.12315
H 37.46772 1.77724 -4.62108
H 38.48529 1.23518 -6.51850
H 40.08297 1.33416 -5.72826
H 39.52935 3.18241 -7.15468
H 39.92458 3.67241 -5.49272
H 38.38265 5.20826 -7.45728
H 38.33103 5.67432 -5.77100
H 36.89040 5.47184 -6.57968
C 30.81583 1.17213 2.82832
O 32.23519 1.09130 2.56819
C 32.53441 0.28545 1.48437
C 33.98783 0.46589 1.33376
N 34.60396 -0.83396 1.48231
C 36.00024 -0.97568 1.82976
C 36.58455 -2.44770 1.79815
O 36.66035 -2.92381 0.46584
C 37.66583 -2.41268 -0.41116
H 30.64917 1.72824 3.75085
H 30.36424 0.22223 3.11442
H 30.19303 1.43500 1.97327
H 31.94685 0.42255 0.57657
H 32.23750 -0.69761 1.84979
H 34.43146 1.21035 1.99487
H 34.09899 0.80406 0.30353
H 34.42079 -1.42941 0.68733
H 36.08078 -0.70010 2.88126
H 36.65536 -0.35779 1.21567
H 35.81224 -3.02474 2.30672
H 37.46051 -2.64946 2.41465
H 37.38009 -1.41092 -0.73201
H 37.64016 -2.97822 -1.34262
H 38.63210 -2.39150 0.09281
C 31.49210 -2.71303 7.04258
O 32.41082 -1.93848 6.25269
C 32.87397 -0.68765 6.72900
C 31.89981 0.45139 6.80813
N 32.53825 1.63725 7.44619
C 31.81926 2.85009 7.32852
C 32.09457 3.59616 5.98697
O 33.24858 4.41345 6.18491
C 34.54722 3.90057 6.14506
H 32.07376 -3.15868 7.84953
H 31.04999 -3.53123 6.47408
H 30.76391 -2.09060 7.56257
H 33.71621 -0.43292 6.08570
H 33.34446 -0.90407 7.68811
H 31.13582 0.11536 7.50921
H 31.55423 0.61771 5.78783
H 33.03965 1.52725 8.31602
H 32.12962 3.41174 8.20961
H 30.74253 2.73073 7.44892
H 31.22135 4.20082 5.74204
H 32.29203 2.99402 5.10010
H 34.87793 3.85819 7.18281
H 35.34552 4.34569 5.55118
H 34.45389 2.87673 5.78293
C 38.43679 5.92525 -1.83818
O 39.69818 5.36894 -1.71033
C 39.79712 4.10174 -2.37783
C 41.23246 3.54577 -2.32076
N 41.42694 2.54587 -1.26234
C 40.59892 1.30212 -1.35731
C 40.57207 0.55593 -0.00680
O 39.84485 1.33254 0.92792
C 39.60281 0.75817 2.21546
H 37.65047 5.20046 -2.04905
H 38.35311 6.52268 -2.74602
H 38.15220 6.50544 -0.96040
H 39.08226 3.31359 -2.14139
H 39.55911 4.26333 -3.42919
H 41.50074 3.14268 -3.29731
H 41.93017 4.38068 -2.25571
H 41.40807 2.90690 -0.31926
H 39.53306 1.42949 -1.54657
H 41.01354 0.62210 -2.10146
H 40.05744 -0.40247 0.06204
H 41.59667 0.43903 0.34621
H 40.59291 0.78460 2.67053
H 39.17922 -0.24589 2.19242
H 38.96306 1.36562 2.85565
C 40.66218 -4.86950 -2.29252
O 41.68350 -4.46968 -3.13188
C 42.59142 -5.55671 -3.52112
C 43.11136 -6.48027 -2.39682
N 43.90636 -5.75666 -1.39345
C 45.04250 -6.49063 -0.90570
C 46.12333 -6.76443 -2.01487
O 45.87711 -8.05626 -2.69521
C 46.93470 -8.58583 -3.47179
H 40.93777 -4.62126 -1.26757
H 40.48955 -5.93779 -2.42319
H 39.72453 -4.36642 -2.52882
H 43.43848 -4.94457 -3.83076
H 42.18858 -6.08371 -4.38605
H 43.79774 -7.15738 -2.90523
H 42.37348 -7.07639 -1.85990
H 44.07541 -4.78493 -1.61091
H 44.76510 -7.47498 -0.52862
H 45.37040 -5.87242 -0.07001
H 47.09744 -6.70109 -1.52991
H 46.18306 -5.92473 -2.70729
H 46.75121 -8.18632 -4.46920
H 46.93126 -9.66771 -3.60450
H 47.98100 -8.40374 -3.22643
*
```


The following is a quantum chemistry calculation of C26H26BFeIN8 as an isolated structure, from OMol25.

The value obtained for the HOMO-LUMO gap (spin up / spin down) is 6.554 / 7.268 eV. As for the HOMO energy (spin up / spin down): -0.4038 / -0.4053 Ha. As for the calculated total energy: -82464.692 eV. The molar mass comes out at 644.11 Da. The expectation value of S² is 0.855.

Structure (ORCA input):
```
! RIJCOSX wB97M-V def2-TZVPD def2/J DEFGRID3
* xyz 1 2
Fe 0.85767 -1.26397 -0.60104
C 0.52119 -4.83429 -0.72331
C -0.54635 -4.07459 -0.00818
C -1.68705 -4.54905 0.64075
C -2.31699 -3.42086 1.12488
N -1.59682 -2.34216 0.78498
N -0.50242 -2.74591 0.08478
B -1.70729 -0.79954 0.99018
N -0.41269 -0.39158 1.74461
C -0.26557 0.11400 2.97246
C 1.08359 0.26445 3.22790
C 1.73342 -0.18028 2.07919
C 3.19512 -0.24337 1.78829
N 0.80523 -0.57512 1.19673
N -1.74478 -0.20230 -0.44202
C -2.72442 0.46027 -1.06314
C -2.31723 0.74062 -2.35273
C -1.03558 0.20781 -2.46427
C -0.11171 0.21891 -3.63558
N -0.71223 -0.35991 -1.29238
N -2.87829 -0.23605 1.75149
C -3.97076 -0.74749 2.37127
C -4.68624 0.29469 2.89681
C -3.95147 1.44948 2.55037
C -4.25952 2.87832 2.86168
N -2.86966 1.12498 1.86448
H 0.31316 -5.90085 -0.69303
H 0.58022 -4.53449 -1.77164
H 1.49624 -4.67033 -0.26008
H -2.00984 -5.56982 0.74466
H -3.22944 -3.34383 1.68521
H -1.11641 0.33442 3.59312
H 1.53980 0.63559 4.12853
H 3.76500 -0.09236 2.70176
H 3.47233 -1.21192 1.36945
H 3.48357 0.52832 1.07360
H -3.64927 0.69005 -0.56344
H -2.87578 1.25146 -3.11701
H -0.64818 0.52211 -4.53133
H 0.71066 0.91695 -3.47716
H 0.31413 -0.77009 -3.81126
H -4.17419 -1.80152 2.40336
H -5.60677 0.24344 3.45199
H -5.18325 2.95889 3.43025
H -3.45276 3.32539 3.44243
H -4.36435 3.45552 1.94305
I -0.07425 2.64560 0.25589
C 1.69179 2.81444 -0.83233
C 2.16934 4.07178 -1.04021
C 3.36203 4.29087 -1.76502
C 4.05250 3.23645 -2.26660
C 3.59288 1.91315 -2.07436
C 4.34212 0.82326 -2.61292
C 3.94028 -0.45840 -2.45201
C 2.74159 -0.68678 -1.72839
C 2.01291 0.31664 -1.20774
C 2.38680 1.67612 -1.34420
H 1.62414 4.91621 -0.64190
H 3.71903 5.30067 -1.91531
H 4.96848 3.38994 -2.82283
H 5.25033 1.04057 -3.16000
H 4.50798 -1.28292 -2.86003
H 2.44803 -1.76161 -1.62271
*
```


Q: Which of these has the lowest calculated total energy?
A: C70H185N15O20


Q: Which value of molar mass does entry 2 give?
A: 1557.34 Da